No. 1
83
Properties=species:S:1:pos:R:3 method="wB97M-V/def2-TZVPD" charge=+2 homo_ev="-12.5 / -14.3" molar_mass_da=701.99 multiplicity=5 energy_ha=-2641.15016 gap_ev="7.4 / 6.0" de_lowest_ev=1.511
Ir -0.47 -0.48 0.40
C 0.31 -2.21 3.85
C 0.76 -0.81 3.58
C 1.59 -0.13 4.47
C 1.89 1.21 4.22
C 1.36 1.83 3.11
C 0.53 1.09 2.25
N 0.28 -0.21 2.51
N -0.07 1.55 1.14
Si -0.80 3.14 1.03
C 0.43 4.55 0.66
C -1.62 3.43 2.74
C -2.03 2.93 -0.41
H -0.42 -2.20 4.66
H 1.14 -2.84 4.15
H -0.17 -2.62 2.96
H 1.99 -0.64 5.33
H 2.51 1.76 4.91
H 1.59 2.86 2.88
H 1.16 4.67 1.45
H -0.12 5.48 0.58
H 0.96 4.39 -0.27
H -0.98 4.00 3.40
H -1.86 2.49 3.23
H -2.54 4.00 2.62
H -1.72 3.52 -1.26
H -3.01 3.28 -0.13
H -2.11 1.89 -0.72
C -4.20 0.74 1.64
P -2.98 -0.57 1.26
C -3.25 -1.70 2.68
C -3.86 -1.45 -0.11
C -3.07 -2.65 -0.61
P -1.39 -2.15 -1.22
C -0.57 -3.78 -1.35
C -1.74 -1.76 -2.97
H -5.15 0.29 1.93
H -4.36 1.36 0.75
H -3.85 1.37 2.45
H -4.32 -1.89 2.79
H -2.88 -1.24 3.59
H -2.72 -2.65 2.54
H -4.00 -0.73 -0.91
H -4.84 -1.76 0.25
H -3.60 -3.14 -1.42
H -2.94 -3.38 0.20
H -1.24 -4.46 -1.87
H -0.35 -4.18 -0.37
H 0.35 -3.68 -1.91
H -2.19 -2.63 -3.45
H -0.81 -1.53 -3.48
H -2.42 -0.92 -3.05
C 3.61 -1.92 1.43
C 2.41 -2.72 0.92
O 1.48 -1.92 0.19
H 4.20 -2.56 2.07
H 3.27 -1.06 2.00
H 4.24 -1.59 0.62
H 1.85 -3.13 1.76
H 2.77 -3.54 0.29
H 1.77 -1.81 -0.73
C 0.57 0.32 -5.21
C 0.64 1.61 -4.40
C 0.00 1.48 -3.02
S 0.89 0.48 -1.76
O 1.17 -0.86 -2.33
C 2.51 1.38 -1.72
C 3.54 0.81 -2.68
C 4.38 -0.29 -2.06
H 1.06 0.47 -6.17
H -0.46 0.05 -5.40
H 1.07 -0.50 -4.70
H 0.10 2.39 -4.93
H 1.67 1.95 -4.31
H -0.99 1.03 -3.10
H -0.09 2.46 -2.54
H 2.86 1.34 -0.69
H 2.25 2.41 -1.96
H 4.19 1.62 -3.01
H 3.05 0.40 -3.57
H 4.83 0.05 -1.13
H 5.18 -0.57 -2.74
H 3.78 -1.18 -1.87


No. 2
110
Properties=species:S:1:pos:R:3 method="wB97M-V/def2-TZVPD" charge=+2 homo_ev=-11.0 molar_mass_da=1172.13 multiplicity=1 energy_ha=-11733.58448 gap_ev=1.5
C 12.71 1.39 0.80
P 11.12 1.88 -0.04
C 11.53 3.40 -1.03
O 10.55 0.63 -1.04
C 9.31 0.29 -0.59
O 9.19 -0.68 -0.02
O 8.37 1.19 -0.84
C 7.15 0.58 -1.26
C 6.00 1.09 -0.34
O 5.23 2.08 -1.02
Si 3.77 2.38 -0.27
C 3.92 3.54 1.24
C 2.74 3.40 -1.55
C 2.84 0.80 0.17
H 13.00 0.35 0.58
H 13.55 2.04 0.50
H 12.57 1.49 1.88
H 11.26 3.21 -2.08
H 11.01 4.28 -0.63
H 12.61 3.59 -0.93
H 7.16 -0.51 -1.23
H 6.87 0.86 -2.29
H 5.43 0.20 -0.04
H 6.44 1.52 0.58
H 3.81 4.59 0.90
H 4.91 3.44 1.69
H 3.10 3.39 1.95
H 1.71 2.82 -1.83
H 3.31 3.61 -2.47
H 2.44 4.39 -1.16
H 2.85 0.15 -0.72
H 1.83 0.98 0.56
H 3.46 0.29 0.92
Cl 1.02 1.90 -2.76
C 5.24 -3.50 3.47
C 5.07 -2.10 3.97
C 3.81 -1.89 4.79
O 3.52 -0.50 4.52
C 4.05 -0.19 3.32
O 3.86 0.80 2.72
O 4.88 -1.20 2.88
H 4.46 -3.75 2.71
H 6.22 -3.61 2.97
H 5.18 -4.24 4.27
H 5.95 -1.78 4.52
H 3.97 -2.05 5.85
H 2.96 -2.51 4.47
Be 5.29 -2.94 1.20
F 0.90 -2.01 -3.98
Al 1.07 -3.25 -2.77
F -0.44 -3.41 -1.94
F 2.31 -2.81 -1.65
F 1.47 -4.73 -3.52
O -1.45 -3.22 1.05
V -2.91 -3.16 0.20
O -4.40 -3.11 -0.64
Br 1.13 -4.32 3.79
C 1.74 -6.09 3.23
C 2.10 -6.95 4.41
Br 3.83 -6.45 5.15
H 2.56 -5.93 2.54
H 0.90 -6.51 2.68
H 2.21 -7.99 4.10
H 1.38 -6.89 5.22
N -7.41 -4.38 2.00
S -8.87 -4.97 1.87
O -9.28 -5.94 2.79
O -9.41 -5.12 0.50
F -9.68 -3.73 2.37
S -6.31 -5.45 1.61
O -5.02 -5.09 2.00
O -6.42 -6.04 0.30
F -6.61 -6.65 2.56
Ca -8.37 -3.86 -0.67
C 3.68 6.77 3.41
C 4.60 7.31 2.33
C 5.36 8.54 2.80
O 3.82 7.64 1.17
H 2.93 7.52 3.70
H 3.13 5.90 3.05
H 4.24 6.49 4.30
H 5.30 6.53 2.03
H 4.67 9.34 3.06
H 6.01 8.92 2.01
H 5.97 8.31 3.67
H 3.20 8.33 1.42
C -14.05 -1.34 -5.56
O -13.03 -0.54 -6.13
C -13.23 0.86 -5.92
C -12.17 1.41 -4.99
N -12.36 0.92 -3.63
C -11.25 1.21 -2.74
C -9.90 0.55 -3.05
O -9.91 -0.87 -2.89
C -10.35 -1.59 -4.04
H -13.89 -2.37 -5.89
H -14.00 -1.32 -4.46
H -15.04 -1.02 -5.89
H -14.24 1.08 -5.56
H -13.12 1.34 -6.90
H -12.22 2.50 -5.00
H -11.19 1.11 -5.39
H -12.50 -0.08 -3.65
H -11.55 0.89 -1.74
H -11.10 2.30 -2.69
H -9.18 0.93 -2.32
H -9.51 0.83 -4.03
H -10.11 -1.09 -4.97
H -11.43 -1.78 -3.98
H -9.86 -2.57 -4.04


No. 3
83
Properties=species:S:1:pos:R:3 method="wB97M-V/def2-TZVPD" charge=0 homo_ev="-3.8 / -3.8" molar_mass_da=656.57 multiplicity=1 energy_ha=-3426.77261 gap_ev="3.4 / 3.4" de_lowest_ev=0.000
C 0.68 -1.74 -5.54
C 0.76 -1.43 -4.20
N -0.37 -1.50 -3.45
C -1.55 -1.89 -3.93
C -1.64 -2.13 -5.29
C -0.53 -2.05 -6.11
C 2.16 -1.09 -3.72
P 2.33 -0.75 -1.82
Lu -0.16 -1.17 -1.08
P -3.01 -1.01 -1.67
C -2.74 -2.08 -3.09
O 2.22 4.84 -4.27
O -0.04 2.96 -1.28
H 1.61 -1.71 -6.11
H -2.58 -2.38 -5.66
H -0.60 -2.26 -7.18
C 3.42 -2.18 -1.40
C 3.54 0.61 -1.90
H -3.63 -1.91 -3.68
H -2.81 -3.10 -2.72
H 2.50 -0.19 -4.15
H 2.81 -1.95 -3.88
C -4.66 -1.15 -1.01
C -2.60 0.69 -2.11
H -0.11 3.87 -1.09
H 0.87 2.60 -1.48
H 2.50 5.50 -4.82
H 1.47 4.37 -4.77
H -2.12 -1.52 -0.56
H 0.57 5.64 -1.27
H 4.48 -1.87 -1.40
H 3.15 -2.54 -0.40
H 3.29 -3.01 -2.12
H 4.57 0.24 -1.80
H 3.45 1.18 -2.85
H 3.35 1.31 -1.07
H -3.55 1.09 -2.47
H -2.27 1.31 -1.27
H -1.89 0.73 -2.96
H -5.35 -0.54 -1.62
H -5.01 -2.19 -1.04
H -4.71 -0.79 0.02
C -0.30 -2.55 3.33
C 0.77 -1.45 3.16
C 1.33 -1.06 4.55
C 1.91 -2.05 2.32
P -0.04 0.04 2.26
N -0.28 -0.36 0.75
C -1.71 0.45 2.98
C -1.67 0.50 4.55
C -2.16 1.83 2.49
C -2.77 -0.58 2.59
C 1.08 1.55 2.12
C 1.11 2.21 3.54
C 2.52 1.14 1.79
C 0.63 2.72 1.27
H 0.22 -3.45 3.66
H -0.77 -2.76 2.36
H -1.07 -2.31 4.08
H 1.64 -2.00 5.04
H 2.23 -0.42 4.48
H 0.58 -0.58 5.21
H 1.54 -2.30 1.32
H 2.79 -1.40 2.24
H 2.21 -2.98 2.82
H -0.92 1.22 4.96
H -2.67 0.85 4.90
H -1.50 -0.50 5.01
H -2.10 1.88 1.40
H -3.21 1.97 2.77
H -1.60 2.66 2.94
H -2.68 -0.81 1.53
H -2.70 -1.51 3.17
H -3.76 -0.15 2.78
H 1.59 1.54 4.31
H 1.72 3.16 3.48
H 0.08 2.51 3.89
H 2.55 0.66 0.80
H 3.14 2.05 1.76
H 2.94 0.47 2.55
H 0.37 2.41 0.28
H -0.27 3.20 1.58
H 1.44 3.42 1.14